Entry from the Open Molecules 2025 dataset: 2 unconnected molecules or ions with the total composition C5H16N2O at a distorted geometry (ωB97M-V/def2-TZVPD).

Values from the calculation:
HOMO-LUMO gap   8.8322 eV
Spin multiplicity   1
E_LUMO   0.504 eV
SMILES   CCCCNCN.O
Highest occupied orbital energy   -8.3285 eV
Energy above the lowest of the compared OMol25 structures with the same formula, charge and spin   0.7548 eV
E_tot   -10471.7669 eV

Geometry (Å):
C  2.56956  0.48157  -0.20757
C  1.34153  0.08104  -1.00802
C  0.71351  -1.27120  -0.72989
C  0.15517  -1.45595  0.68601
N  -1.16785  -0.88143  0.93994
C  -1.18795  0.25406  1.85736
N  -0.64644  1.52057  1.38229
H  3.32019  -0.31183  -0.33627
H  2.49619  0.55125  0.87779
H  3.02056  1.34915  -0.67778
H  1.57654  0.08192  -2.07593
H  0.57389  0.85557  -0.94280
H  -0.08239  -1.45015  -1.45316
H  1.37941  -2.12917  -0.87949
H  0.87924  -1.20834  1.45425
H  0.09532  -2.54322  0.87543
H  -1.61155  -0.64434  0.05933
H  -2.22933  0.43066  2.12601
H  -0.66578  -0.06736  2.75871
H  -0.81852  1.59213  0.38521
H  0.37566  1.52234  1.40334
O  -1.68037  0.90048  -2.25750
H  -2.52714  0.44072  -2.24990
H  -1.58229  1.26027  -3.14360



Entry from the Open Molecules 2025 dataset: a molecular structure, C14H12Cl2KNO4S4 (ωB97M-V/def2-TZVPD).

Values from the calculation:
HOMO-LUMO gap   5.2777 eV
Spin multiplicity   1
E_LUMO   4.023 eV
Total charge   -2
Highest occupied orbital energy   -1.2547 eV
Energy above the lowest of the compared OMol25 structures with the same formula, charge and spin   1.0319 eV
E_tot   -109107.2443 eV

Geometry (Å):
K  0.85419  0.87154  1.32863
O  -3.89414  5.14549  -0.59193
C  -3.25922  4.13906  -0.33451
S  -2.20773  3.43332  -1.58092
C  -1.45669  1.94872  -0.74299
C  -2.23919  1.92459  1.19536
S  -2.06718  1.29452  2.82727
S  -3.37960  3.40772  1.27571
S  -0.18702  1.32354  -1.80150
Cl  -5.73931  -2.73035  -1.46044
C  -4.17829  -2.21531  -0.82803
C  -3.22674  -3.16004  -0.50463
C  -2.02134  -2.71206  -0.01223
Cl  -0.81164  -3.92365  0.39176
C  -1.66565  -1.34045  0.20285
O  -0.53475  -1.03742  0.67741
C  -2.69452  -0.39802  -0.16676
C  -2.60683  1.10976  -0.09298
O  -1.02117  2.39102  0.56267
C  -3.90537  -0.86736  -0.66213
H  -3.41331  -4.21777  -0.63129
H  -3.56435  1.45167  -0.47484
H  -4.67128  -0.15092  -0.93370
C  2.42371  -2.12881  0.93825
N  2.65213  -1.25779  -0.20498
C  1.90384  -1.63685  -1.39747
C  3.35097  -0.11587  -0.06349
C  3.55665  0.74643  -1.28910
O  3.78167  0.25775  1.03455
H  2.73445  -3.14462  0.67723
H  1.35822  -2.14465  1.18182
H  3.01208  -1.77403  1.77951
H  2.20343  -2.64335  -1.70624
H  2.07611  -0.94104  -2.21006
H  0.83822  -1.62319  -1.16450
H  3.96779  0.17696  -2.12339
H  4.24146  1.54444  -1.01514
H  2.60160  1.18140  -1.60197



Entry from the Open Molecules 2025 dataset: a molecular structure, C7H18BF4I2LuOP2 at a distorted geometry (ωB97M-V/def2-TZVPD).

Values from the calculation:
HOMO-LUMO gap   5.2716 eV
Spin multiplicity   1
E_LUMO   -8.766 eV
Total charge   +2
Highest occupied orbital energy   -14.0374 eV
Energy above the lowest of the compared OMol25 structures with the same formula, charge and spin   0.0000 eV
E_tot   -89535.5826 eV

Geometry (Å):
I  2.06533  5.16637  -3.49181
I  3.16901  3.05969  -4.79751
Lu  0.09620  -0.30690  -0.10360
P  2.06737  0.12579  1.56046
C  3.41997  1.24336  1.06902
C  1.49723  0.54796  3.22504
H  2.31736  0.47912  3.94080
H  3.53007  -1.58754  2.46295
H  0.68456  -0.13176  3.52760
H  1.93749  -2.26358  2.02788
H  3.01995  2.26736  0.99817
H  1.10361  1.57496  3.21407
C  2.73357  -1.56697  1.71943
H  4.23837  1.21956  1.77643
H  3.13684  -1.90620  0.75368
H  3.78566  0.95441  0.07070
P  -2.15257  -0.20911  -1.43528
C  -2.24966  0.78951  -2.95466
C  -2.34426  -1.97079  -1.87527
H  -3.52865  -0.48309  0.52943
H  -4.50933  -0.05282  -0.90797
H  -3.54091  1.19764  -0.07118
C  -3.57669  0.14204  -0.37636
H  -2.30959  -2.59435  -0.96754
H  -3.29709  -2.13037  -2.38005
H  -3.17824  0.62164  -3.48406
H  -1.39875  0.53818  -3.60778
H  -1.52890  -2.28432  -2.54311
H  -2.16347  1.85282  -2.67995
C  0.86004  1.53737  -1.39016
O  1.32656  2.27929  -2.12923
F  -0.86515  -1.27324  1.35485
B  -1.63919  -2.56395  2.60712
F  -1.81227  -1.63450  3.58003
F  -2.66448  -2.87979  1.78529
F  -0.52869  -3.34678  2.62892



Entry from the Open Molecules 2025 dataset: a molecular structure, CHNiO2 at a distorted geometry (ωB97M-V/def2-TZVPD).

Values from the calculation:
⟨S²⟩   3.782
HOMO-LUMO gap (spin up / spin down)   5.0834 / 8.1990 eV
Spin multiplicity   4
E_LUMO (spin up / spin down)   -1.545 / -2.031 eV
Highest occupied orbital energy (spin up / spin down)   -6.6284 / -10.2298 eV
Energy above the lowest of the compared OMol25 structures with the same formula, charge and spin   2.0469 eV
E_tot   -46185.4611 eV

Geometry (Å):
H  -1.85848  0.25950  -0.42825
O  -0.25712  0.25906  0.61360
C  0.74938  -0.49378  0.78624
O  1.73482  -0.94437  0.24726
Ni  -0.36860  0.91959  -1.21884



Entry from the Open Molecules 2025 dataset: 2 unconnected molecules or ions with the total composition CH6BNO at a distorted geometry (ωB97M-V/def2-TZVPD).

Values from the calculation:
HOMO-LUMO gap (spin up / spin down)   8.8439 / 8.8413 eV
Spin multiplicity   1
E_LUMO (spin up / spin down)   -0.810 / -0.809 eV
Highest occupied orbital energy (spin up / spin down)   -9.6541 / -9.6507 eV
Energy above the lowest of the compared OMol25 structures with the same formula, charge and spin   5.1707 eV
E_tot   -5345.2019 eV

Geometry (Å):
B  -0.17230  -0.00499  -0.05507
C  1.40576  -0.61656  -0.41418
N  -1.12746  1.92847  -1.51525
O  -1.22228  0.00566  0.47215
H  -0.31573  1.16226  -0.46225
H  1.25349  -0.98955  -1.37835
H  1.70911  -1.57985  0.13104
H  2.22236  0.03895  -0.32698
H  -2.05228  1.42718  -1.45953
H  -1.41713  2.79022  -0.98207



Entry from the Open Molecules 2025 dataset: a molecular structure, C33H33N4O5OsSe at a distorted geometry (ωB97M-V/def2-TZVPD).

Values from the calculation:
⟨S²⟩   6.051
HOMO-LUMO gap (spin up / spin down)   6.3064 / 2.9822 eV
Spin multiplicity   5
E_LUMO (spin up / spin down)   -2.930 / -6.256 eV
Total charge   +1
Highest occupied orbital energy (spin up / spin down)   -9.2365 / -9.2379 eV
Energy above the lowest of the compared OMol25 structures with the same formula, charge and spin   0.0000 eV
E_tot   -118759.2533 eV

Geometry (Å):
Os  1.38924  -1.04901  0.00734
C  -2.74542  -2.55954  -1.60229
C  -2.69823  -1.63066  -2.79480
C  -3.03444  -2.11749  -4.06641
C  -2.93946  -1.31538  -5.20724
C  -2.51097  -0.00410  -5.07664
C  -2.00784  0.46556  -3.84641
N  -1.27578  1.64849  -3.84067
C  -0.10858  1.99601  -3.13482
C  0.09873  3.39596  -3.01288
C  1.25705  3.90430  -2.44927
C  2.32227  3.03661  -2.15447
C  2.14118  1.66285  -2.31142
C  0.95135  1.08192  -2.77818
C  0.96526  -0.40178  -3.04055
O  0.86137  -0.95616  -4.12547
O  1.11775  -1.19539  -1.94507
C  -2.26932  -0.28909  -2.65874
C  -2.15750  0.33336  -1.27911
H  -2.81235  -3.61295  -1.91939
H  -3.61850  -2.31982  -0.97308
H  -1.83183  -2.38597  -1.01633
H  -3.37787  -3.14407  -4.15425
H  -3.15708  -1.73730  -6.18433
H  -2.50626  0.67358  -5.93520
H  -1.55703  2.32969  -4.55066
H  -0.66456  4.07024  -3.37745
H  1.36383  4.97438  -2.25113
H  3.26654  3.43587  -1.79170
H  2.97275  0.98114  -2.10211
H  -1.93091  1.39721  -1.36350
H  -1.36613  -0.15968  -0.68533
H  -3.11346  0.22854  -0.76374
C  -2.14600  -1.93984  2.18707
C  -2.08603  -0.52130  2.69138
C  -3.25572  0.27437  2.64859
C  -3.24907  1.57397  3.13244
C  -2.08725  2.11470  3.66601
C  -0.87053  1.38991  3.60359
N  0.28942  2.07379  4.06760
C  1.57625  2.14679  3.50265
C  2.64109  2.47436  4.36763
C  3.93081  2.61991  3.87570
C  4.15604  2.41320  2.51364
C  3.11141  2.11613  1.64399
C  1.80462  2.00029  2.08929
C  0.73501  1.75915  1.05269
O  -0.26968  2.41847  0.91802
O  1.09724  0.79192  0.22521
C  -0.86561  0.01636  3.17534
C  0.33865  -0.86223  3.21735
H  -3.05337  -2.16154  1.61637
H  -2.11091  -2.64521  3.04078
H  -1.26858  -2.13616  1.55388
H  -4.14648  -0.18143  2.25052
H  -4.18118  2.13321  3.08479
H  -2.08424  3.07896  4.15874
H  0.14465  2.65797  4.87254
H  2.44619  2.60518  5.43179
H  4.76068  2.91985  4.50507
H  5.18149  2.53551  2.12450
H  3.32191  1.99787  0.56956
H  1.14336  -0.43713  3.80384
H  0.77341  -1.03167  2.19124
H  0.08114  -1.86334  3.60288
Se  3.51304  -1.19343  0.56371
C  3.51987  -1.08016  2.40184
N  3.67329  -0.86776  3.53167
C  2.39104  -3.92023  -1.04082
C  1.04847  -3.85505  -0.40011
N  0.27537  -4.93705  -0.25833
O  0.51365  -2.75771  0.01710
H  2.60080  -4.97070  -1.28510
H  3.17776  -3.54385  -0.39898
H  2.41589  -3.30833  -1.94240
H  0.55178  -5.88076  -0.48164
H  -0.56349  -4.75433  0.29367